Entry 1:
DFT (the ωB97M-V functional and the def2-TZVPD basis) results for a structure of composition C21H30BrN5O2Se4Tc.

Results
* orbital gap (spin up / spin down): 4.52 / 4.51 eV
* expectation value of S²: 0.758

The geometry in ORCA input format:
```
! wB97M-V def2-TZVPD RIJCOSX def2/J DEFGRID3
* xyz -2 2
Tc -0.540 0.868 0.557
Se -1.766 -0.366 2.690
Se -2.405 0.643 4.681
Se -1.745 2.933 4.336
Se -0.763 2.993 2.200
C -3.781 0.204 0.136
C -5.007 -0.435 -0.556
N -4.633 -1.287 -1.687
C -3.869 -0.459 -2.615
C -2.623 0.195 -1.961
N -2.496 -0.189 -0.519
C -2.475 -1.675 -0.501
C -3.720 -2.300 -1.173
H -3.738 -0.085 1.180
H -3.848 1.289 0.113
H -5.687 0.342 -0.916
H -5.571 -1.039 0.160
H -4.531 0.319 -3.007
H -3.574 -1.078 -3.469
H -2.675 1.282 -2.036
H -1.720 -0.110 -2.496
H -2.405 -1.998 0.540
H -1.586 -2.032 -1.008
H -4.259 -2.932 -0.462
H -3.414 -2.949 -2.000
N 0.626 -3.750 2.926
C 1.092 -4.183 1.734
O 1.560 -5.306 1.587
C 0.999 -3.222 0.591
C 1.438 -3.590 -0.675
C 1.325 -2.666 -1.696
C 0.778 -1.415 -1.424
N 0.355 -1.051 -0.216
C 0.481 -1.954 0.759
H 0.683 -4.394 3.694
H 0.220 -2.838 3.091
H 1.852 -4.576 -0.841
H 1.652 -2.899 -2.700
H 0.681 -0.680 -2.211
H 0.130 -1.598 1.720
O 0.826 0.564 1.600
Br -1.837 2.704 -0.850
C 4.472 2.783 2.555
N 3.951 2.210 1.332
C 3.916 0.762 1.443
C 2.615 2.766 1.050
C 2.190 2.483 -0.382
C 3.076 2.999 -1.329
C 2.877 2.855 -2.696
C 1.750 2.176 -3.120
C 0.865 1.667 -2.173
C 1.027 1.779 -0.788
H 5.471 2.385 2.755
H 3.830 2.571 3.427
H 4.560 3.866 2.449
H 4.933 0.391 1.613
H 3.546 0.328 0.514
H 3.268 0.420 2.260
H 2.681 3.852 1.168
H 1.876 2.407 1.761
H 3.953 3.529 -0.972
H 3.582 3.268 -3.410
H 1.550 2.052 -4.181
H -0.024 1.170 -2.550
*
```

natural (NBO) atomic charge list, values in e, 8 entries:
1 Tc 0.64
2 Se -0.56
3 Se -0.15
4 Se -0.18
5 Se -0.35
6 C -0.30
7 C -0.25
8 N -0.43


Entry 2:
DFT (the ωB97M-V functional and the def2-TZVPD basis) results for a structure of composition C21H30CaIN4PSb.

Results
* orbital gap (spin up / spin down): 4.14 / 4.47 eV

The geometry in ORCA input format:
```
! wB97M-V def2-TZVPD RIJCOSX def2/J DEFGRID3
* xyz -1 1
Ca 0.842 1.238 -0.644
C -2.598 -2.945 -1.292
Sb -0.963 -1.574 -1.484
C -1.220 -1.060 -3.534
C 0.610 -2.968 -1.757
H -2.534 -3.691 -2.085
H -3.547 -2.418 -1.375
H -2.556 -3.447 -0.327
H -1.228 -1.966 -4.140
H -0.367 -0.451 -3.826
H -2.145 -0.506 -3.681
H 0.393 -3.621 -2.602
H 0.750 -3.564 -0.856
H 1.528 -2.417 -1.968
C 0.910 -0.871 4.885
N 0.667 -1.595 3.641
C -0.759 -1.886 3.544
N -1.624 -0.714 3.660
C -1.299 -0.020 4.903
N 0.110 0.344 5.040
C 0.496 1.369 4.060
P 0.274 0.819 2.300
C 1.130 -0.815 2.489
C -1.456 0.179 2.511
H 1.969 -0.611 4.943
H 0.667 -1.534 5.720
H -1.019 -2.577 4.352
H -0.956 -2.377 2.588
H -1.552 -0.681 5.737
H -1.910 0.882 4.976
H 1.542 1.640 4.223
H -0.098 2.270 4.237
H 2.205 -0.635 2.576
H 1.008 -1.397 1.571
H -1.750 -0.341 1.596
H -2.136 1.029 2.620
C 3.015 0.774 -0.641
C 3.127 0.089 -1.810
C 3.845 -1.171 -1.994
C 3.751 -1.899 -3.141
C 2.963 -1.492 -4.248
C 2.344 -0.250 -4.158
C 2.429 0.545 -3.026
H 4.443 -1.535 -1.165
H 4.302 -2.835 -3.204
H 2.925 -2.080 -5.155
H 1.808 0.143 -5.019
H 2.076 1.574 -3.082
I -4.731 3.074 -2.615
C -2.858 3.644 -1.874
C -2.534 5.015 -1.787
C -1.258 5.278 -1.220
C -0.435 4.259 -0.845
N -0.735 2.918 -0.975
C -1.995 2.667 -1.477
H -3.198 5.790 -2.134
H -0.916 6.296 -1.077
H 0.537 4.486 -0.415
H -2.290 1.623 -1.539
*
```

natural (NBO) atomic charge list, values in e, 8 entries:
1 Ca 1.62
2 C -0.98
3 Sb 0.91
4 C -0.98
5 C -0.99
6 H 0.22
7 H 0.23
8 H 0.22


Entry 3:
DFT (the ωB97M-V functional and the def2-TZVPD basis) results for the molecule C21H30ClN3O3S.

Results
* SMILES string: CC[C@H](C(=O)N[C@H]1CCCCN(C(=O)c2sc(C)cc2Cl)CC1)N1CCCC1=O
* orbital gap: 9.30 eV

The geometry in ORCA input format:
```
! wB97M-V def2-TZVPD RIJCOSX def2/J DEFGRID3
* xyz 0 1
C -0.811 3.159 3.651
C -0.632 2.300 2.408
C 0.546 1.324 2.530
C 0.749 0.616 1.189
O 1.228 1.247 0.259
N 0.364 -0.671 1.097
C 0.380 -1.345 -0.199
C 1.768 -1.948 -0.422
C 2.073 -2.550 -1.798
C 1.634 -1.712 -3.008
C 0.271 -2.103 -3.581
N -0.871 -1.872 -2.713
C -1.727 -0.807 -2.705
O -2.705 -0.834 -1.975
C -1.468 0.443 -3.487
S -0.245 0.713 -4.691
C -0.678 2.351 -4.927
C 0.050 3.211 -5.911
C -1.715 2.692 -4.121
C -2.161 1.617 -3.308
Cl -3.448 1.910 -2.207
C -1.099 -2.857 -1.656
C -0.794 -2.317 -0.252
N 0.465 0.455 3.702
C 1.423 0.615 4.788
C 1.053 -0.508 5.761
C -0.430 -0.748 5.485
C -0.612 -0.294 4.050
O -1.549 -0.565 3.316
H -1.625 3.872 3.515
H -1.056 2.553 4.527
H 0.095 3.727 3.876
H -1.543 1.734 2.205
H -0.431 2.922 1.535
H 1.458 1.906 2.669
H -0.265 -1.020 1.811
H 0.224 -0.562 -0.943
H 2.481 -1.140 -0.238
H 1.944 -2.704 0.350
H 3.155 -2.689 -1.846
H 1.652 -3.556 -1.883
H 1.645 -0.647 -2.758
H 2.357 -1.845 -3.817
H 0.103 -1.621 -4.539
H 0.283 -3.174 -3.806
H -0.378 4.212 -5.910
H 1.108 3.293 -5.660
H -0.025 2.810 -6.923
H -2.161 3.675 -4.083
H -2.139 -3.182 -1.686
H -0.474 -3.716 -1.889
H -0.617 -3.162 0.421
H -1.676 -1.788 0.109
H 2.443 0.524 4.413
H 1.318 1.604 5.248
H 1.627 -1.403 5.520
H 1.266 -0.240 6.794
H -0.754 -1.779 5.603
H -1.074 -0.123 6.108
*
```

natural (NBO) atomic charge list, values in e, 8 entries:
1 C -0.61
2 C -0.41
3 C -0.12
4 C 0.69
5 O -0.65
6 N -0.62
7 C -0.05
8 C -0.40


Entry 4:
DFT (the ωB97M-V functional and the def2-TZVPD basis) results for a structure of composition C21H30CrN2OS2SeSi.

Results
* orbital gap (spin up / spin down): 6.74 / 6.63 eV
* expectation value of S²: 0.808

The geometry in ORCA input format:
```
! wB97M-V def2-TZVPD RIJCOSX def2/J DEFGRID3
* xyz -1 2
Cr -0.651 0.304 0.371
C 0.499 2.480 2.692
N 0.988 1.558 1.647
C 1.595 2.349 0.569
C 0.510 3.058 -0.221
N -0.406 2.112 -0.901
C -1.738 2.734 -1.035
C 0.156 1.699 -2.187
C -0.038 2.495 -3.310
C 0.502 2.148 -4.538
C 1.258 0.987 -4.639
C 1.460 0.196 -3.524
C 0.916 0.525 -2.276
S 1.206 -0.512 -0.895
C 1.806 0.540 2.238
C 3.171 0.460 1.984
C 3.953 -0.532 2.557
C 3.373 -1.457 3.407
C 2.013 -1.385 3.665
C 1.208 -0.399 3.099
S -0.492 -0.408 3.599
H 1.323 3.130 3.013
H 0.124 1.920 3.541
H -0.329 3.073 2.321
H 2.147 1.685 -0.092
H 2.288 3.101 0.977
H 0.970 3.729 -0.955
H -0.098 3.673 0.441
H -1.680 3.746 -1.454
H -2.189 2.780 -0.045
H -2.356 2.106 -1.672
H -0.630 3.398 -3.231
H 0.329 2.774 -5.404
H 1.681 0.692 -5.591
H 2.036 -0.718 -3.599
H 3.633 1.172 1.316
H 5.010 -0.580 2.328
H 3.966 -2.246 3.852
H 1.540 -2.120 4.304
C -0.939 -3.392 -2.696
Si -1.787 -2.857 -1.104
C -3.343 -3.907 -0.916
C -0.636 -3.320 0.316
Se -2.372 -0.694 -1.201
H -0.681 -4.457 -2.680
H -0.022 -2.813 -2.822
H -1.582 -3.203 -3.559
H -3.113 -4.976 -0.967
H -4.059 -3.669 -1.706
H -3.827 -3.702 0.042
H -0.662 -4.402 0.481
H -0.902 -2.829 1.254
H 0.390 -3.037 0.073
C -2.814 -0.886 2.306
C -1.554 -0.071 2.073
O -1.752 1.184 1.663
H -3.312 -0.558 3.228
H -2.599 -1.950 2.395
H -3.488 -0.728 1.466
*
```

natural (NBO) atomic charge list, values in e, 8 entries:
1 Cr 0.97
2 C -0.41
3 N -0.48
4 C -0.25
5 C -0.20
6 N -0.51
7 C -0.40
8 C 0.19


Entry 5:
DFT (the ωB97M-V functional and the def2-TZVPD basis) results for a structure of composition C21H30F3N3O6PPdS2.

Results
* orbital gap (spin up / spin down): 7.97 / 5.50 eV
* expectation value of S²: 0.799

The geometry in ORCA input format:
```
! wB97M-V def2-TZVPD RIJCOSX def2/J DEFGRID3
* xyz 0 2
Pd -0.210 -1.047 -2.050
O -1.723 -3.238 -0.822
N -0.775 -3.681 -0.106
C -1.031 -4.109 1.163
C -0.049 -4.654 1.941
C 1.253 -4.786 1.448
C 1.519 -4.342 0.180
C 0.511 -3.750 -0.594
S 0.903 -3.014 -2.085
H -2.059 -3.990 1.465
H -0.306 -4.978 2.939
H 2.037 -5.206 2.060
H 2.515 -4.363 -0.235
F -2.581 0.973 -6.267
C -1.694 1.909 -5.891
F -2.142 3.089 -6.355
F -0.545 1.643 -6.534
C -1.508 1.937 -4.403
C -1.731 3.089 -3.664
C -1.531 3.095 -2.291
C -1.115 1.929 -1.676
N -0.921 0.828 -2.393
C -1.088 0.795 -3.724
S -0.671 -0.797 -4.292
H -2.059 3.985 -4.172
H -1.701 3.984 -1.702
H -0.946 1.849 -0.613
C 0.056 1.361 2.470
C 0.583 0.007 2.920
C 1.366 0.142 4.217
C -0.551 -0.996 3.082
O 1.554 -0.529 1.982
P 1.473 -0.575 0.390
O 2.563 -1.444 -0.100
O 0.027 -0.942 0.008
O 1.593 0.939 -0.115
C 2.828 1.621 -0.469
C 3.313 1.092 -1.811
C 2.420 3.082 -0.581
C 3.871 1.432 0.623
H -0.589 1.771 3.250
H -0.537 1.272 1.561
H 0.878 2.055 2.297
H 0.713 0.494 5.018
H 2.182 0.854 4.094
H 1.789 -0.821 4.504
H -1.249 -0.646 3.847
H -0.150 -1.962 3.394
H -1.085 -1.118 2.141
H 2.527 1.202 -2.561
H 3.578 0.039 -1.730
H 4.186 1.659 -2.139
H 1.640 3.198 -1.335
H 3.277 3.692 -0.870
H 2.039 3.446 0.374
H 4.145 0.382 0.717
H 3.487 1.784 1.582
H 4.765 2.007 0.376
C -4.563 0.230 2.056
C -3.515 0.202 0.965
N -3.307 -1.007 0.393
O -2.883 1.194 0.645
H -5.442 -0.356 1.787
H -4.850 1.260 2.244
H -4.139 -0.192 2.969
H -3.835 -1.809 0.683
H -2.511 -1.170 -0.207
*
```

natural (NBO) atomic charge list, values in e, 8 entries:
1 Pd 0.68
2 O -0.48
3 N 0.10
4 C -0.02
5 C -0.19
6 C -0.21
7 C -0.16
8 C -0.06


Entry 6:
DFT (the ωB97M-V functional and the def2-TZVPD basis) results for a structure of composition C21H30F6MnN7O4S4.

Results
* orbital gap (spin up / spin down): 7.40 / 7.54 eV
* expectation value of S²: 8.759

The geometry in ORCA input format:
```
! wB97M-V def2-TZVPD RIJCOSX def2/J DEFGRID3
* xyz -1 6
Mn 6.441 -15.379 4.174
C 10.719 -12.461 6.494
S 11.062 -13.986 5.518
C 9.524 -14.736 5.018
S 8.114 -13.853 5.324
N 9.687 -15.867 4.453
N 8.505 -16.471 4.108
C 8.594 -17.505 3.362
C 7.403 -18.142 2.808
C 7.527 -19.139 1.822
C 6.396 -19.623 1.204
C 5.186 -19.217 1.713
C 5.151 -18.296 2.736
N 6.244 -17.662 3.210
H 11.743 -12.238 6.865
H 10.031 -12.575 7.379
H 10.302 -11.655 5.847
H 9.573 -17.925 3.047
H 8.503 -19.494 1.546
H 6.470 -20.200 0.321
H 4.228 -19.533 1.319
H 4.254 -17.924 3.082
F 6.232 -14.591 -0.975
C 7.252 -15.035 -1.700
F 7.726 -14.150 -2.533
F 6.804 -16.089 -2.435
S 8.552 -15.584 -0.492
O 7.784 -16.274 0.531
O 9.457 -16.342 -1.288
N 9.138 -14.253 -0.059
S 10.554 -13.563 -0.475
O 10.617 -12.256 0.089
O 11.027 -13.752 -1.827
C 11.754 -14.577 0.536
F 12.976 -14.148 0.226
F 11.676 -15.919 0.375
F 11.535 -14.377 1.841
C 3.573 -11.194 2.302
C 4.191 -12.374 1.435
C 5.333 -11.783 0.562
C 3.145 -12.998 0.568
C 4.698 -13.433 2.335
C 5.187 -14.451 2.827
H 3.289 -10.374 1.639
H 4.299 -10.842 3.017
H 2.782 -11.517 2.955
H 4.913 -11.001 -0.109
H 5.741 -12.572 -0.057
H 6.192 -11.406 1.192
H 2.708 -12.259 -0.116
H 2.303 -13.358 1.194
H 3.619 -13.753 -0.003
C 6.656 -16.376 7.667
N 5.955 -15.138 8.026
C 6.831 -14.166 8.699
C 5.064 -14.701 7.099
N 4.947 -15.284 5.942
N 4.293 -13.618 7.478
C 3.551 -12.949 6.380
C 3.782 -13.629 8.810
H 7.228 -16.686 8.502
H 7.335 -16.237 6.809
H 5.898 -17.119 7.436
H 7.864 -14.178 8.346
H 6.804 -14.303 9.749
H 6.518 -13.165 8.527
H 4.161 -14.944 5.484
H 4.267 -12.697 5.578
H 3.159 -12.007 6.741
H 2.729 -13.563 6.053
H 4.240 -12.781 9.351
H 4.042 -14.593 9.326
H 2.669 -13.593 8.812
*
```

Löwdin atomic charge list, values in e, 8 entries:
1 Mn 0.62
2 C -0.45
3 S 0.80
4 C -1.15
5 S 0.58
6 N -0.09
7 N -0.07
8 C -0.08


Entry 7:
DFT (the ωB97M-V functional and the def2-TZVPD basis) results for the molecule C21H30N2O6S.

Results
* SMILES string: O=C(COC(=O)c1ccc(S(=O)(=O)N2CCOCC2)cc1)NC1CCCCCCC1
* orbital gap: 9.31 eV

The geometry in ORCA input format:
```
! wB97M-V def2-TZVPD RIJCOSX def2/J DEFGRID3
* xyz 0 1
O -5.212 -2.331 0.435
C -4.063 -2.008 0.227
N -3.658 -0.757 -0.037
H -2.682 -0.590 -0.232
C -4.571 0.371 -0.124
C -4.224 1.413 0.952
H -3.663 2.241 0.516
H -3.569 0.930 1.683
C -5.438 1.941 1.720
H -5.984 1.089 2.131
C -6.418 2.823 0.941
C -7.212 2.094 -0.151
H -7.248 1.030 0.078
H -8.246 2.447 -0.130
C -6.704 2.312 -1.581
H -7.038 3.299 -1.913
H -7.180 1.575 -2.232
C -5.193 2.262 -1.793
C -4.527 0.908 -1.560
H -4.984 0.164 -2.217
H -3.475 1.003 -1.850
H -4.713 3.019 -1.174
H -5.000 2.540 -2.833
H -5.893 3.678 0.515
H -7.125 3.222 1.673
H -5.065 2.526 2.565
H -5.550 -0.062 0.090
C -2.943 -3.055 0.258
H -3.194 -3.848 -0.452
H -2.896 -3.482 1.266
O -1.671 -2.530 -0.102
C -0.710 -2.523 0.835
O -0.860 -2.926 1.959
C 0.566 -1.957 0.317
C 0.664 -1.401 -0.957
C 1.877 -0.892 -1.389
C 2.975 -0.950 -0.552
C 2.895 -1.503 0.712
C 1.684 -2.004 1.151
H 1.577 -2.444 2.131
H 3.781 -1.537 1.325
S 4.559 -0.316 -1.106
O 4.380 0.339 -2.371
O 5.539 -1.354 -1.003
N 4.871 0.795 0.119
C 6.278 1.113 0.289
H 6.819 0.172 0.381
C 6.421 1.970 1.547
O 5.645 3.142 1.449
C 4.285 2.841 1.260
C 4.071 1.996 0.000
H 3.024 1.700 -0.091
H 4.360 2.567 -0.893
H 3.769 3.798 1.174
H 3.899 2.288 2.130
H 7.454 2.297 1.676
H 6.105 1.385 2.424
H 6.659 1.668 -0.579
H 1.995 -0.452 -2.367
H -0.200 -1.377 -1.601
*
```

natural (NBO) atomic charge list, values in e, 8 entries:
1 O -0.63
2 C 0.66
3 N -0.61
4 H 0.40
5 C -0.06
6 C -0.42
7 H 0.20
8 H 0.22


Entry 8:
DFT (the ωB97M-V functional and the def2-TZVPD basis) results for a structure of composition C21H30N4O3.

Results
* orbital gap: 7.38 eV

The geometry in ORCA input format:
```
! wB97M-V def2-TZVPD RIJCOSX def2/J DEFGRID3
* xyz 0 1
C 6.322 1.070 0.689
C 5.095 0.448 0.315
C 4.145 1.183 -0.446
C 2.774 0.477 -0.694
N 1.814 1.044 -1.393
C 0.603 0.565 -1.626
O -0.475 1.113 -1.731
C 0.759 -0.848 -1.974
H 1.530 -1.080 -2.650
H -0.110 -1.330 -2.240
C 1.114 -1.166 -0.435
N 2.404 -0.689 -0.321
C 3.440 -1.561 0.469
C 4.647 -0.730 0.884
H 5.321 -1.351 1.348
H 3.082 -2.366 1.128
C 1.253 -3.056 -0.330
H 0.318 -3.375 -0.804
H 1.317 -3.139 0.583
H 2.080 -3.216 -0.769
C 0.258 -0.752 0.609
O 0.790 -0.050 1.728
N -1.045 -0.756 0.788
C -1.925 -1.664 0.066
H -1.264 -1.890 -1.187
C -2.358 -2.936 0.573
H -2.882 -2.871 1.534
C -3.488 -3.277 -0.423
H -4.473 -3.846 0.261
C -3.851 -2.262 -1.199
H -3.565 -2.289 -2.351
H -4.988 -2.057 -1.402
C -3.079 -1.001 -0.664
H -3.709 -0.699 0.088
H -2.894 -0.353 -1.424
H -3.109 -4.054 -0.971
H -1.656 -3.711 0.601
C -1.713 -0.178 2.099
H -0.961 0.148 2.568
H -2.512 -0.752 2.432
C -2.427 0.994 1.646
O -3.612 1.443 2.402
N -2.135 1.757 0.502
H -1.325 1.336 -0.084
C -2.736 3.113 -0.031
C -3.170 2.790 -1.317
H -4.049 2.020 -1.170
H -2.471 2.348 -1.994
H -3.716 3.886 -1.758
C -1.660 4.168 -0.013
H -1.918 5.105 -0.423
H -1.012 4.275 0.847
H -0.604 3.841 -0.893
H -3.294 3.247 0.906
H 4.250 2.015 -0.699
H 6.434 1.308 1.887
H 6.349 1.970 0.041
H 6.990 0.417 0.321
*
```

natural (NBO) atomic charge list, values in e, 8 entries:
1 C -0.63
2 C 0.00
3 C -0.10
4 C 0.48
5 N -0.62
6 C 0.66
7 O -0.63
8 C -0.47


Sequential largest force on an atom output: 0.0739 0.0179 0.0023 0.0023 0.0045 0.0619 0.0204 0.3462 hartree/bohr
Sequential DFT total energy output: -367436.4491 -70585.3624 -56236.3254 -150610.9730 -81615.0293 -131850.4574 -48364.5983 -34349.6709 eV
Sequential ΔE to the lowest compared entry with this formula, charge and spin output: 2.130 0.725 0.356 0.180 0.000 0.000 0.584 20.036 eV